# 1
Entry from the OMol25 dataset: 5 unconnected molecules or ions with the total composition C33H42Br2IN4O5P at a distorted geometry (ωB97M-V with the def2-TZVPD basis set).

Last column: Mulliken charge in e.
Geometry (Å):
C  5.004  -1.635  1.406  -0.897
C  3.556  -1.469  1.933  0.795
C  2.714  -2.611  2.495  -1.364
C  2.949  -0.189  1.877  -0.182
C  3.079  0.902  2.937  -0.256
C  3.924  2.153  2.574  -1.307
C  3.547  2.898  1.254  0.638
C  4.672  2.602  0.210  -1.598
C  2.099  2.666  0.724  -1.265
C  2.076  1.983  -0.682  0.151
C  0.669  1.731  -1.232  -0.423
C  0.568  1.212  -2.465  0.654
P  1.983  0.708  -3.559  0.001
O  3.194  1.854  -3.548  -0.452
Br  2.822  -1.101  -2.471  -0.213
C  -0.809  0.992  -3.088  -0.730
O  -0.945  1.159  -4.268  -0.543
C  -1.906  0.616  -2.113  1.073
C  -2.943  -0.192  -2.528  -0.396
Br  -3.136  -0.851  -4.329  -0.210
C  -3.920  -0.556  -1.583  -0.572
C  -3.819  -0.059  -0.283  0.692
C  -4.943  -0.433  0.711  -1.432
C  -4.607  -1.656  1.599  0.296
O  -3.528  -1.925  1.965  -0.372
I  -6.312  -2.923  2.176  -0.049
C  -2.765  0.774  0.121  0.254
C  -2.721  1.296  1.556  -1.071
C  -3.420  2.703  1.595  -0.790
C  -4.440  2.859  2.745  -0.363
O  -5.313  3.949  2.424  -0.533
C  -1.796  1.124  -0.809  0.735
C  -0.613  2.032  -0.490  -0.191
O  -0.772  2.936  0.286  -0.577
H  5.750  -1.643  2.215  0.266
H  5.006  -2.566  0.817  0.356
H  5.166  -0.800  0.717  0.132
H  1.835  -2.236  3.026  0.354
H  3.308  -3.283  3.127  0.363
H  2.329  -3.232  1.655  0.341
H  2.294  -0.015  1.004  -0.022
H  3.563  0.430  3.807  -0.074
H  2.093  1.245  3.291  0.433
H  4.978  1.839  2.486  0.400
H  3.923  2.882  3.407  0.335
H  3.655  3.976  1.456  0.520
H  4.481  3.248  -0.668  0.379
H  4.700  1.552  -0.106  0.141
H  5.640  2.948  0.597  0.493
H  1.414  2.182  1.430  0.045
H  1.666  3.662  0.537  0.570
H  2.502  2.742  -1.351  0.877
H  2.668  1.061  -0.700  0.233
H  3.851  1.580  -2.881  0.237
H  -4.746  -1.199  -1.888  0.619
H  -5.198  0.452  1.310  0.154
H  -5.836  -0.704  0.130  0.656
H  -1.706  1.299  1.966  0.450
H  -3.300  0.577  2.156  0.507
H  -2.633  3.461  1.635  0.302
H  -3.989  2.796  0.653  0.486
H  -3.911  3.170  3.656  0.314
H  -5.062  1.964  2.909  0.290
H  -5.661  3.821  1.534  0.319
C  -6.565  -3.473  -5.845  -0.994
C  -5.863  -3.195  -4.588  0.507
N  -5.309  -2.976  -3.608  -0.386
H  -6.341  -4.486  -6.175  0.306
H  -7.639  -3.375  -5.697  0.292
H  -6.244  -2.769  -6.611  0.319
C  3.990  -1.194  6.847  -0.974
C  4.774  -1.360  5.618  0.450
N  5.384  -1.490  4.657  -0.383
H  3.941  -0.139  7.113  0.288
H  2.980  -1.570  6.692  0.275
H  4.456  -1.746  7.660  0.347
C  -6.203  -5.483  -1.880  -0.334
C  -6.948  -6.741  -1.752  0.247
N  -7.530  -7.724  -1.653  -0.373
H  -5.156  -5.700  -2.082  0.291
H  -6.608  -4.890  -2.693  -0.019
H  -6.250  -4.882  -0.984  0.139
C  6.230  1.558  -5.467  -0.688
C  6.633  1.109  -4.129  0.345
N  6.951  0.762  -3.084  -0.396
H  6.797  1.018  -6.223  0.309
H  5.168  1.370  -5.613  0.194
H  6.421  2.624  -5.571  0.261

Values from the calculation:
Highest occupied orbital energy in eV: -6.19
SMILES string: CC(C)=CCC[C@@H](C)CCC1=C(P(O)Br)C(=O)c2c(Br)cc(CC(=O)I)c(CCCO)c2C1=O.CC#N.CC#N.CC#N.CC#N
Total energy in a.u.: -7664.76561
Gap between HOMO and LUMO in eV: 4.9968
E_LUMO in eV: -1.20
Charge: 0

***

# 2
Entry from the OMol25 dataset: a molecular structure, C33H43BCl2MnN7O2Si (ωB97M-V with the def2-TZVPD basis set).

Last column: Löwdin spin population.
Geometry (Å):
Mn  0.184  0.457  -0.251  4.142
C  -3.047  2.285  0.143  0.002
C  -2.199  2.571  -1.052  0.007
C  -2.473  3.431  -2.120  0.002
C  -1.354  3.382  -2.929  0.004
C  -1.077  4.112  -4.200  0.001
N  -0.478  2.534  -2.363  0.003
N  -0.998  2.024  -1.218  0.019
B  0.995  2.258  -2.734  0.001
N  1.877  2.618  -1.512  0.002
N  1.706  2.003  -0.308  0.011
C  2.578  2.550  0.537  0.006
C  2.716  2.140  1.965  0.001
C  3.323  3.530  -0.128  0.002
C  2.848  3.542  -1.424  0.005
C  3.276  4.395  -2.571  0.001
N  1.217  0.776  -3.082  0.002
N  1.041  -0.178  -2.127  0.015
C  1.582  -1.301  -2.590  0.007
C  1.644  -2.562  -1.801  0.001
C  2.089  -1.081  -3.877  0.002
C  1.845  0.250  -4.148  0.005
C  2.195  1.042  -5.363  0.001
H  -3.520  3.204  0.490  0.000
H  -2.445  1.876  0.953  0.001
H  -3.841  1.570  -0.086  0.000
H  -3.360  4.022  -2.274  0.000
H  -1.958  4.680  -4.493  0.000
H  -0.826  3.425  -5.008  0.000
H  -0.243  4.806  -4.086  0.000
H  1.302  2.938  -3.665  0.000
H  1.747  2.031  2.446  0.000
H  3.298  2.887  2.503  0.000
H  3.243  1.187  2.044  0.000
H  4.103  4.146  0.286  0.000
H  4.110  5.023  -2.263  0.000
H  2.467  5.042  -2.911  0.000
H  3.597  3.792  -3.420  0.000
H  1.036  -2.492  -0.907  0.000
H  2.670  -2.749  -1.481  0.000
H  1.316  -3.410  -2.404  0.000
H  2.574  -1.797  -4.518  0.000
H  2.643  0.386  -6.107  0.000
H  2.908  1.833  -5.131  0.000
H  1.314  1.509  -5.803  0.000
C  -1.802  -2.342  -2.855  0.001
Si  -2.039  -2.346  -0.996  -0.026
C  -3.897  -2.388  -0.684  -0.019
C  -1.331  -3.875  -0.166  0.002
C  -1.495  -0.751  -0.183  -0.254
H  -2.275  -3.218  -3.305  0.000
H  -0.756  -2.328  -3.157  0.000
H  -2.275  -1.455  -3.283  0.000
H  -4.345  -3.296  -1.096  -0.003
H  -4.396  -1.531  -1.144  0.000
H  -4.109  -2.365  0.388  0.000
H  -1.994  -4.725  -0.348  0.000
H  -1.278  -3.725  0.916  0.000
H  -0.337  -4.153  -0.511  0.000
H  -1.613  -0.843  0.900  -0.007
H  -2.214  -0.004  -0.526  -0.006
Cl  -2.772  -2.317  3.223  0.000
C  -2.140  -0.800  3.783  0.001
C  -2.765  0.353  3.344  0.000
C  -2.357  1.590  3.811  0.000
C  -1.319  1.663  4.723  0.000
C  -0.698  0.502  5.139  0.000
Cl  0.624  0.635  6.271  0.000
C  -1.066  -0.769  4.679  0.000
N  -0.436  -1.916  5.154  0.000
C  0.084  -2.916  4.259  0.000
C  -0.356  -4.224  4.426  0.000
C  0.122  -5.240  3.620  0.000
C  1.048  -4.947  2.628  0.000
C  1.502  -3.650  2.472  0.000
C  1.041  -2.618  3.290  0.000
C  1.632  -1.235  3.115  0.000
C  1.199  -0.634  1.795  0.012
O  1.726  -1.014  0.732  0.038
O  0.276  0.247  1.788  0.014
H  -3.587  0.260  2.647  0.000
H  -2.848  2.492  3.472  0.000
H  -0.978  2.612  5.111  0.000
H  0.204  -1.705  5.907  0.000
H  -1.098  -4.417  5.190  0.000
H  -0.233  -6.253  3.757  0.000
H  1.420  -5.730  1.979  0.000
H  2.230  -3.413  1.706  0.000
H  2.719  -1.328  3.088  0.001
H  1.360  -0.570  3.930  0.001

Values from the calculation:
Highest occupied orbital energy (spin up / spin down) in eV: -8.32 / -8.32
Total energy in a.u.: -4203.04181
Gap between HOMO and LUMO (spin up / spin down) in eV: 8.0384 / 8.8719
2S+1: 5
Energy relative to the best compared isomer or geometry (same formula, charge and spin) in kcal per mole: 1.3
E_LUMO (spin up / spin down) in eV: -0.28 / 0.56
Charge: 0

***

# 3
Entry from the OMol25 dataset: 4 unconnected molecules or ions with the total composition C33H43F9NO10 at a distorted geometry (ωB97M-V with the def2-TZVPD basis set).

Last column: Mulliken charge in e.
Geometry (Å):
C  4.329  -6.402  -2.031  -1.545
C  4.349  -4.895  -2.145  0.609
C  4.882  -4.135  -1.111  -1.154
C  4.894  -2.754  -1.202  -0.629
C  4.381  -2.063  -2.298  1.183
C  4.417  -0.531  -2.293  2.380
C  5.514  0.004  -1.338  -1.954
C  4.622  0.116  -3.678  -1.627
C  3.842  -2.838  -3.322  0.726
O  3.301  -2.182  -4.443  -0.341
C  2.234  -2.789  -5.051  -1.039
N  1.023  -2.846  -4.187  0.432
C  0.061  -3.720  -4.526  -0.362
C  -1.095  -3.833  -3.809  -0.667
C  -1.272  -3.021  -2.688  0.242
O  -2.412  -3.104  -1.958  -0.526
C  -0.279  -2.093  -2.329  -0.150
C  -0.466  -1.200  -1.119  -0.119
C  0.808  -0.986  -0.260  -0.631
C  0.865  0.494  0.190  -1.163
C  1.254  1.384  -0.999  0.207
O  0.151  2.230  -1.423  -0.415
C  0.057  2.290  -2.781  0.144
O  0.912  2.711  -3.490  -0.445
C  0.845  -2.052  -3.126  -0.460
C  3.844  -4.224  -3.242  -1.081
H  3.615  -6.842  -2.727  0.354
H  3.966  -6.657  -1.034  0.389
H  5.318  -6.837  -2.157  0.339
H  5.297  -4.606  -0.229  0.417
H  5.309  -2.226  -0.356  0.331
H  3.458  -0.190  -1.884  -0.994
H  5.272  -0.119  -0.286  0.360
H  6.434  -0.529  -1.593  0.422
H  5.698  1.055  -1.550  0.507
H  5.264  -0.467  -4.335  0.314
H  4.974  1.139  -3.564  0.524
H  3.657  0.202  -4.183  0.251
H  2.434  -3.794  -5.421  0.523
H  1.978  -2.187  -5.926  0.370
H  0.214  -4.336  -5.402  0.443
H  -1.853  -4.533  -4.128  0.523
H  -2.362  -3.844  -1.338  0.337
H  -0.918  -0.248  -1.398  0.016
H  -1.166  -1.733  -0.480  0.496
H  1.719  -1.265  -0.793  0.047
H  0.771  -1.605  0.637  0.555
H  1.583  0.591  1.003  0.442
H  -0.127  0.747  0.565  0.512
H  2.092  2.024  -0.724  0.453
H  1.538  0.744  -1.834  -0.187
H  -0.897  1.912  -3.175  0.391
H  1.636  -1.347  -2.905  0.986
H  3.453  -4.837  -4.047  0.236
C  -4.695  0.305  -1.068  -0.749
C  -5.284  -0.419  0.122  -0.304
O  -4.575  -0.081  1.329  -0.323
C  -4.912  1.067  1.907  0.374
O  -5.744  1.834  1.525  -0.504
C  -4.077  1.243  3.187  0.895
F  -2.789  0.940  2.956  -0.203
F  -4.515  0.428  4.156  -0.267
F  -4.128  2.485  3.653  -0.242
H  -3.624  0.102  -1.138  -0.092
H  -5.176  -0.020  -1.989  0.400
H  -4.819  1.384  -0.976  0.385
H  -5.170  -1.495  0.011  0.329
H  -6.347  -0.210  0.237  0.342
C  -7.435  2.523  4.578  -0.918
C  -8.761  1.866  4.893  -0.324
O  -8.660  1.010  6.047  -0.326
C  -8.723  1.615  7.227  0.334
O  -8.854  2.786  7.423  -0.507
C  -8.641  0.565  8.348  0.912
F  -7.669  -0.325  8.110  -0.242
F  -9.801  -0.099  8.437  -0.253
F  -8.399  1.145  9.518  -0.237
H  -6.655  1.772  4.467  0.097
H  -7.501  3.102  3.657  0.425
H  -7.129  3.189  5.384  0.350
H  -9.069  1.217  4.076  0.314
H  -9.549  2.603  5.042  0.341
C  2.970  6.092  1.610  -1.283
C  3.301  4.783  0.928  0.002
O  4.716  4.514  0.946  -0.323
C  5.185  4.008  2.080  0.330
O  4.557  3.776  3.070  -0.508
C  6.682  3.701  1.932  0.890
F  7.335  4.700  1.335  -0.252
F  6.840  2.591  1.189  -0.220
F  7.243  3.484  3.115  -0.240
H  3.536  6.908  1.161  0.323
H  1.906  6.307  1.514  0.384
H  3.221  6.058  2.669  0.336
H  3.025  4.826  -0.124  0.353
H  2.768  3.946  1.380  0.225

Values from the calculation:
Highest occupied orbital energy in eV: -11.74
Total energy in a.u.: -2989.01280
Gap between HOMO and LUMO in eV: 7.6354
E_LUMO in eV: -4.10
Charge: +1

***

Q: Among the records above, which one has the highest total energy?
A: C33H43F9NO10